Computed, not measured: a structure of composition C30H32N5O2S2Tc, with ωB97M-V/def2-TZVPD.

```
! RIJCOSX wB97M-V def2-TZVPD def2/J DEFGRID3
* xyz 3 2
Tc -0.8797 -0.0488 0.4575
S -0.6150 -0.4294 -1.9154
S 5.5270 -0.1777 2.0951
O -1.1170 1.8140 0.1140
O -0.8180 3.9035 0.8352
N 8.1290 1.1518 -1.2470
N -1.2777 0.8234 -4.2287
N -1.1003 0.8181 2.4954
N 1.1360 -0.1917 0.9284
N -1.4089 2.1719 -2.5592
C 6.9455 1.6863 0.6663
C -1.2675 0.2529 3.6954
C -1.0553 -0.3534 -5.0666
C -3.3563 -1.5598 0.0594
C -1.3099 2.3701 4.8059
C 1.5907 -0.5694 2.1400
C 2.9198 -0.5811 2.4736
C 7.7514 -0.0981 -1.2932
C -5.8275 -1.7420 -0.3042
C -0.8548 -2.8565 0.3591
C -1.1502 2.9694 3.5652
C -1.6579 2.0581 -4.7223
C -1.6970 -3.1050 -0.7517
C 6.8833 -0.5362 -0.2833
C 3.4074 0.2246 0.2853
C 0.4574 -3.5757 0.4698
C -2.5982 -1.4087 1.2397
C -1.3780 0.9881 4.8644
C -1.0601 2.1597 2.4518
C -0.9679 2.7491 1.0873
C 7.8145 2.0691 -0.3670
C -1.7430 2.9008 -3.6788
C -4.6363 -0.7924 -0.1266
C -4.5050 0.1669 -1.3154
C -1.1282 0.9054 -2.8957
C 3.8717 -0.1641 1.5377
C 6.4821 0.3758 0.6916
C -1.3783 -2.1106 1.4150
C -2.9151 -2.4923 -0.8927
C 2.0531 0.1862 0.0207
H -1.8360 2.2187 -5.7710
H 1.0783 -3.3956 -0.4095
H 3.2127 -0.9031 3.4647
H -1.3507 -3.7952 -1.5124
H -5.9248 -2.4286 0.5363
H -1.3684 2.4978 -1.6013
H 6.5719 -1.5727 -0.2600
H 0.8521 -0.8723 2.8646
H -1.3293 -0.8259 3.7368
H 1.6758 0.4764 -0.9497
H -3.0551 -0.8897 2.0735
H 0.2848 -4.6521 0.5256
H -4.3342 -0.3804 -2.2455
H -6.7454 -1.1597 -0.3721
H -1.8577 -0.4181 -5.7967
H -1.0579 -1.2422 -4.4440
H 1.0101 -3.2808 1.3603
H 8.1303 -0.7364 -2.0857
H -3.6812 0.8713 -1.1718
H -1.3943 2.9677 5.7034
H -0.8971 -2.1612 2.3808
H -2.0099 3.9412 -3.6324
H 6.6733 2.4047 1.4286
H -4.8009 -0.1993 0.7768
H -3.5294 -2.7027 -1.7579
H 8.2337 3.0660 -0.4656
H -5.4235 0.7416 -1.4286
H 4.0767 0.5593 -0.4943
H -1.5223 0.4715 5.8031
H -1.1079 4.0425 3.4365
H -5.7408 -2.3274 -1.2201
H -0.0990 -0.2676 -5.5786
*
```

Computed properties:
HOMO level (spin up / spin down) = -0.5590 / -0.5605 hartree
LUMO (spin up / spin down) = -9.00 / -12.09 eV
relative energy (zero: lowest compared OMol25 entry of this formula, charge and spin) = 3.64 kcal per mole
energy = -67019.1858 eV
frontier orbital gap (spin up / spin down) = 6.207 / 3.162 eV
expectation value of S² = 1.24

Mulliken atomic charge list, values in e, 6 entries: number 1, Tc, carries 0.66; number 2, S, carries -0.29; number 3, S, carries -0.17; number 4, O, carries -0.72; number 5, O, carries -0.54; number 6, N, carries 0.07


Computed, not measured: a structure of composition C3H4Cl2Si, with ωB97M-V/def2-TZVPD.

```
! RIJCOSX wB97M-V def2-TZVPD def2/J DEFGRID3
* xyz 0 3
Cl 1.3489 -2.6544 0.1309
Cl -0.2997 -2.7297 2.4759
Si -0.9622 -0.9874 -0.1416
C 0.2429 -1.7012 1.1306
C 1.6695 2.3093 -0.9129
C 0.6289 1.6870 -0.9763
H 0.7474 -1.0034 1.8183
H -1.9454 -0.0861 0.6459
H 2.0604 3.2430 -1.2020
H -1.0619 -2.1936 -0.8890
*
```

Computed properties:
HOMO level (spin up / spin down) = -0.2920 / -0.3774 hartree
LUMO (spin up / spin down) = 0.61 / -3.85 eV
relative energy (zero: lowest compared OMol25 entry of this formula, charge and spin) = 115.58 kcal per mole
energy = -36089.6031 eV
frontier orbital gap (spin up / spin down) = 8.552 / 6.420 eV
expectation value of S² = 2.01

Mulliken atomic charge list, values in e, 6 entries: number 1, Cl, carries -0.17; number 2, Cl, carries -0.18; number 3, Si, carries 0.28; number 4, C, carries -0.10; number 5, C, carries -0.20; number 6, C, carries -0.11


Computed, not measured: a cluster of 2 separate species, C3H5Cl in total, with ωB97M-V/def2-TZVPD.

```
! RIJCOSX wB97M-V def2-TZVPD def2/J DEFGRID3
* xyz 0 1
Cl -2.6301 -1.7113 0.8335
C -0.0141 -0.3700 -0.8187
C 0.1821 0.3325 0.4821
C 0.6502 1.0614 -0.5215
H 1.1382 1.9104 -0.8969
H -1.0089 -0.3423 -1.2285
H 0.1050 0.2221 1.5800
H 0.5810 -1.2307 -1.1711
H -3.5421 -2.2221 -0.0077
*
```

Computed properties:
HOMO level = -0.3442 hartree
LUMO = 0.75 eV
relative energy (zero: lowest compared OMol25 entry of this formula, charge and spin) = 55.71 kcal per mole
energy = -15711.4301 eV
frontier orbital gap = 10.119 eV

Mulliken atomic charge list, values in e, 6 entries: number 1, Cl, carries -0.26; number 2, C, carries -0.61; number 3, C, carries -0.15; number 4, C, carries -0.35; number 5, H, carries 0.37; number 6, H, carries 0.22


Computed, not measured: a structure of composition C37H30As2ClCrN2O4, with ωB97M-V/def2-TZVPD.

```
! RIJCOSX wB97M-V def2-TZVPD def2/J DEFGRID3
* xyz 1 5
As 0.8528 -0.3679 2.0001
As -0.2888 -1.6657 -0.8088
Cr 0.7491 0.5401 -0.2669
Cl -1.0530 4.7569 -3.9075
O 3.5274 4.3317 -3.6084
O 3.8726 2.4635 -1.5721
O 1.7796 5.3662 -4.4703
O 2.4567 1.4627 -0.1618
N 0.3690 2.1197 -1.5678
N -0.6113 2.8471 -2.1324
C 0.0272 1.8377 3.6651
C -3.6706 -2.8686 -3.8427
C 3.1953 -0.8215 5.3999
C -0.0792 3.7615 -2.9608
C 3.5870 -0.0768 2.7429
C -1.6849 -2.1638 -2.0298
C 3.2384 -4.6307 -1.8092
C -3.7834 1.4060 -0.8494
C -3.9387 3.8001 -0.7861
C 2.1206 -0.8088 4.5277
C 2.7543 2.1627 -1.2248
C 0.0412 -2.1428 2.0692
C -3.5304 -3.5765 -2.6557
C -2.6978 1.5264 3.1759
C -1.8159 -1.4687 -3.2267
C 4.4621 -0.4609 4.9494
C 2.2309 4.5373 -3.7309
C -1.9637 2.7537 -1.6280
C 1.0085 -3.8320 -2.2682
C -0.4260 0.7758 2.8875
C 3.3967 -3.6492 -0.8407
C -2.5111 1.5104 -1.3872
C 1.1589 -2.8631 -1.2847
C 2.0513 -4.7151 -2.5265
C 1.5231 2.6397 -1.9917
C -4.5049 2.5545 -0.5503
C -0.8848 2.7318 4.2076
C 2.3261 -0.4429 3.2016
C 4.6593 -0.0904 3.6270
C 1.3018 3.6710 -2.9167
C 2.3614 -2.7621 -0.5823
C -1.7881 0.6279 2.6316
C -0.8716 -2.4706 0.8849
C -2.6634 3.9082 -1.3194
C -2.2448 2.5782 3.9636
C -2.8073 -1.8204 -4.1328
C -2.5364 -3.2292 -1.7482
H 3.0461 -1.1071 6.4334
H -2.9541 3.2790 4.3886
H -1.1329 -0.6672 -3.4732
H -2.4297 -3.7988 -0.8369
H -0.8906 -3.5409 0.7298
H 5.2977 -0.4643 5.6385
H -5.5042 2.4816 -0.1387
H -3.7584 1.4028 2.9870
H -4.4506 -3.1397 -4.5471
H -2.2224 4.8839 -1.4739
H 0.8803 -2.8297 2.0973
H -4.4873 4.7031 -0.5442
H 3.7304 0.2306 1.7154
H 0.0923 -3.9017 -2.8355
H 2.5092 -1.9875 0.1536
H 4.3291 -3.5664 -0.2937
H 1.9351 -5.4679 -3.2960
H -2.9041 -1.2766 -5.0637
H 1.1337 -1.0780 4.8799
H 3.7480 3.6446 -2.9295
H -1.9629 0.6269 -1.6475
H -4.1908 -4.4065 -2.4357
H -4.2136 0.4245 -0.6856
H -0.4912 -2.2359 3.0069
H -0.5315 3.5519 4.8222
H -2.1525 -0.1869 2.0191
H 5.6440 0.1957 3.2815
H -1.8935 -2.1450 1.0529
H 4.0449 -5.3270 -2.0104
H 1.0842 1.9595 3.8597
*
```

Computed properties:
HOMO level (spin up / spin down) = -0.4321 / -0.4350 hartree
LUMO (spin up / spin down) = -3.03 / -2.98 eV
relative energy (zero: lowest compared OMol25 entry of this formula, charge and spin) = 0.00 kcal per mole
energy = -212642.7168 eV
frontier orbital gap (spin up / spin down) = 8.728 / 8.863 eV
expectation value of S² = 6.03

Mulliken atomic charge list, values in e, 6 entries: number 1, As, carries 1.42; number 2, As, carries 1.62; number 3, Cr, carries 0.08; number 4, Cl, carries -0.08; number 5, O, carries -0.51; number 6, O, carries -0.76


Computed, not measured: a cluster of 2 separate species, C6H13N in total, with ωB97M-V/def2-TZVPD.

```
! RIJCOSX wB97M-V def2-TZVPD def2/J DEFGRID3
* xyz 0 1
N 2.7238 -2.1320 -0.8021
C -1.5833 1.1778 -0.5018
C 1.9957 -1.4834 0.2567
C -2.6399 0.5004 0.3554
C 1.2110 -0.3283 -0.0527
C 0.4483 0.4142 0.7758
C -0.3189 1.6060 0.2778
H -0.7629 2.2313 1.0607
H -2.6810 1.0429 1.3138
H 0.7110 0.2994 1.8253
H 2.2142 -1.9401 1.2155
H -1.1405 0.4659 -1.2092
H -1.9253 2.0524 -1.0607
H -3.6609 0.5402 -0.0233
H 0.4330 -1.9406 -0.0121
H 1.2898 -0.0733 -1.1073
H 3.5635 -1.6987 -1.1588
H 2.0924 -2.4506 -1.5192
H 0.3882 2.2271 -0.2868
H -2.3582 -0.5106 0.6531
*
```

Computed properties:
HOMO level = -0.2753 hartree
LUMO = 0.31 eV
relative energy (zero: lowest compared OMol25 entry of this formula, charge and spin) = 97.13 kcal per mole
energy = -7918.6212 eV
frontier orbital gap = 7.805 eV

Mulliken atomic charge list, values in e, 6 entries: number 1, N, carries -0.48; number 2, C, carries -0.25; number 3, C, carries -0.62; number 4, C, carries -1.07; number 5, C, carries -0.04; number 6, C, carries -0.58


Computed, not measured: an isolated molecule of C26H21ClN2O5, with ωB97M-V/def2-TZVPD.

```
! RIJCOSX wB97M-V def2-TZVPD def2/J DEFGRID3
* xyz 0 1
Cl -5.3179 3.1523 -0.4632
O 9.5037 1.9061 -0.3585
O 3.4678 1.7565 0.5457
O 7.6428 2.9817 0.2269
O -4.7345 1.2478 1.6940
O -3.4672 -1.2397 1.1465
N 3.9311 -0.4058 -0.0353
N 1.1906 -2.2453 -0.0051
C -2.8019 -2.4735 0.9341
C -3.8130 -3.5930 1.1256
C -4.8050 0.3694 -3.2508
C 7.2769 -1.6313 -0.8811
C -1.3680 -0.0583 0.9481
C -1.2936 2.2950 1.4329
C 5.3093 -0.3841 -0.2528
C -4.8877 1.5824 -2.5926
C 7.4533 0.6948 -0.3271
C 6.0842 0.7589 -0.0914
C -5.1830 1.6134 -1.2383
C -0.6228 1.1228 1.0655
C 8.0528 -0.4985 -0.7225
C 0.7914 1.1831 0.8446
C -5.6578 0.4548 0.9649
C -5.3119 -0.7667 -1.2049
C 1.3556 -1.1281 0.2245
C -5.3838 0.4382 -0.5179
C 8.3128 1.8900 -0.1646
C 1.6703 0.2132 0.4798
C -2.6547 2.2806 1.6249
C 5.9155 -1.5779 -0.6485
C 3.1091 0.6172 0.3383
C -3.4036 1.1138 1.4776
C -5.0281 -0.8080 -2.5574
C -2.7320 -0.0931 1.1718
H -4.5984 -3.5349 0.3771
H 3.4975 -1.3098 -0.1808
H -3.1883 3.1801 1.8885
H -5.6793 -0.5701 1.3481
H 9.1170 -0.5145 -0.8976
H -2.3819 -2.5047 -0.0798
H -4.9764 -1.7573 -3.0683
H -5.4820 -1.6823 -0.6605
H -4.7306 2.5090 -3.1220
H 1.2479 2.1572 0.9897
H -6.6234 0.9333 1.1648
H -3.3119 -4.5520 1.0331
H -4.2642 -3.5218 2.1119
H -0.8513 -0.9652 0.6897
H -1.9848 -2.5868 1.6582
H 5.6299 1.6866 0.2132
H 8.2540 3.7292 0.3165
H 7.7308 -2.5617 -1.1869
H -0.7420 3.2152 1.5480
H 5.3098 -2.4650 -0.7725
H -4.5729 0.3469 -4.3044
*
```

Computed properties:
HOMO level = -0.3079 hartree
LUMO = -0.75 eV
relative energy (zero: lowest compared OMol25 entry of this formula, charge and spin) = 1.48 kcal per mole
energy = -53043.3502 eV
frontier orbital gap = 7.630 eV

Mulliken atomic charge list, values in e, 6 entries: number 1, Cl, carries -0.19; number 2, O, carries -0.61; number 3, O, carries -0.71; number 4, O, carries -0.41; number 5, O, carries -0.49; number 6, O, carries -0.42